1.
A cluster of 2 separate species, C3H2N2 in total at a distorted geometry. Source: the Open Molecules 2025 dataset; level of theory: wB97M-V/def2-TZVPD.

Output
electronic energy	-224.79950	Ha
gap between HOMO and LUMO (alpha / beta)	10.289 / 5.045	eV
energy relative to the best compared isomer or geometry (same formula, charge and spin)	519.0	kJ/mol

Last column: Mulliken charge in e.
Element x y z (Å)
1 C -0.59 -0.91 0.02  0.62
2 C 2.10 0.93 -0.05  0.20
3 C -1.03 0.38 0.00  -0.70
4 N -0.28 -2.02 0.08  -0.32
5 N 2.10 -0.16 0.29  -0.20
6 H -0.21 1.11 -0.40  0.09
7 H -2.09 0.67 0.05  0.31


2.
The molecule C3H2N2 at a distorted geometry. Source: the Open Molecules 2025 dataset; level of theory: wB97M-V/def2-TZVPD.

Output
electronic energy	-224.92619	Ha
structure (SMILES)	N#C[C@H]1C=N1
gap between HOMO and LUMO	11.414	eV
energy relative to the best compared isomer or geometry (same formula, charge and spin)	186.4	kJ/mol

Last column: Mulliken charge in e.
Element x y z (Å)
1 N -0.49 3.21 0.14  -0.34
2 C -0.16 2.12 0.24  0.20
3 C 0.32 0.69 0.43  -0.02
4 C 0.28 -0.29 -0.74  -0.16
5 N 1.38 0.20 -0.57  -0.35
6 H 0.41 0.16 1.42  0.32
7 H -0.21 -0.93 -1.43  0.33


3.
The molecule C3H2N2 at a distorted geometry. Source: the Open Molecules 2025 dataset; level of theory: wB97M-V/def2-TZVPD.

Output
electronic energy	-224.96329	Ha
structure (SMILES)	N#CCC#N
gap between HOMO and LUMO	12.605	eV
energy relative to the best compared isomer or geometry (same formula, charge and spin)	89.0	kJ/mol

Last column: Mulliken charge in e.
Element x y z (Å)
1 N 1.47 -0.29 -1.85  -0.35
2 C 0.93 -0.28 -0.82  0.22
3 C 0.02 -0.49 0.29  -0.16
4 C -0.78 0.93 0.54  0.15
5 N -1.24 2.01 0.74  -0.36
6 H 0.29 -0.65 1.34  0.27
7 H -0.69 -1.22 -0.24  0.23


4.
A cluster of 2 separate species, C3H2N2O in total at a distorted geometry. Source: the Open Molecules 2025 dataset; level of theory: wB97M-V/def2-TZVPD.

Output
electronic energy	-300.09249	Ha
gap between HOMO and LUMO (alpha / beta)	9.801 / 9.802	eV
energy relative to the best compared isomer or geometry (same formula, charge and spin)	364.7	kJ/mol

Last column: Mulliken charge in e.
Element x y z (Å)
1 C 2.52 0.70 -0.15  -0.07
2 C -0.58 1.53 -0.04  0.56
3 C 0.29 0.52 -0.59  -0.16
4 N 3.61 0.85 0.13  -0.31
5 N -0.49 0.32 0.57  -0.20
6 O -1.12 2.57 -0.04  -0.43
7 H 0.35 -0.14 -1.43  0.32
8 H -0.48 -0.21 1.42  0.30


5.
The molecule C3H2N2O at a distorted geometry. Source: the Open Molecules 2025 dataset; level of theory: wB97M-V/def2-TZVPD.

Output
electronic energy	-300.04139	Ha
2S+1	3
⟨S²⟩	2.05
gap between HOMO and LUMO (alpha / beta)	9.057 / 8.072	eV
energy relative to the best compared isomer or geometry (same formula, charge and spin)	213.7	kJ/mol

Last column: Mulliken spin population.
Element x y z (Å)
1 C 0.46 0.16 0.30  -0.17
2 C 0.25 0.04 -1.01  1.23
3 C -2.52 0.71 2.21  0.10
4 N -0.62 0.91 0.74  0.67
5 N -1.46 0.51 1.72  -0.02
6 O -3.37 0.88 2.99  0.09
7 H 1.10 -0.62 0.85  0.03
8 H -0.28 0.52 -1.85  0.06


6.
A structure of composition C3H2N2O2 at a distorted geometry. Source: the Open Molecules 2025 dataset; level of theory: wB97M-V/def2-TZVPD.

Output
electronic energy	-375.30953	Ha
gap between HOMO and LUMO	9.501	eV
energy relative to the best compared isomer or geometry (same formula, charge and spin)	530.3	kJ/mol

Last column: Mulliken charge in e.
Element x y z (Å)
1 C 0.59 -1.20 -1.06  -0.03
2 C 0.10 -0.06 -0.41  0.38
3 C -0.14 -0.23 0.95  0.12
4 H 1.31 -1.31 -2.24  0.27
5 H -0.66 -1.05 1.45  0.34
6 N -0.34 0.92 1.49  -0.29
7 N -0.12 1.22 -0.80  -0.25
8 O 0.19 -2.28 -0.41  -0.47
9 O -0.27 1.82 0.30  -0.06


Q: Number 5 is which compound?
A: C3H2N2O


Q: Among the records above, which one has the lowest energy relative to the best compared isomer or geometry (same formula, charge and spin)?
A: number 3


Q: Which of these has the highest electronic energy?
A: number 1


Q: Among the records above, which one has the lowest energy relative to the best compared isomer or geometry (same formula, charge and spin)?
A: number 3